(1)
A structure of composition C28H50ClF9OP2ReSi2 in a non-equilibrium geometry, computed with ωB97M-V/def2-TZVPD.

```
94
Properties=species:S:1:pos:R:3:forces:R:3
Re 0.5582 0.0629 -0.7578 -1.1 0.4 3.7
C 2.0986 -0.0763 -2.2004 0.9 0.0 0.1
C 1.3136 -1.2692 -2.1997 0.3 -1.1 -0.9
C -0.0542 -0.8612 -2.5192 0.2 -0.7 -0.8
Si 2.0656 -2.9269 -1.7338 -0.3 0.2 0.4
C -0.0760 0.5497 -2.6822 0.1 0.7 -1.0
C 1.2744 1.0617 -2.4598 0.2 0.8 -1.0
Si 1.9438 2.8121 -2.3165 -0.3 -0.3 0.3
H 3.1722 -0.0416 -2.0448 -0.2 0.0 0.1
H -0.8829 -1.5273 -2.6916 -0.1 0.2 0.1
H -0.9235 1.1373 -2.9955 -0.1 -0.2 0.1
Cl -2.3080 -0.0467 0.6297 -1.6 0.0 0.7
C 3.8076 2.7873 -2.1745 0.0 -0.1 -0.2
C 1.4120 3.8326 -3.7891 0.2 0.1 -0.2
C 3.9141 -2.7684 -1.5274 0.1 0.2 -0.2
C 1.6698 -4.2201 -3.0221 0.2 -0.1 -0.1
H 1.8156 3.3553 -4.6939 -0.1 0.2 0.1
H 1.8377 4.8430 -3.7193 -0.1 -0.2 -0.1
H 0.3250 3.9149 -3.9025 0.2 0.0 0.0
H 4.1362 2.1705 -1.3277 -0.1 0.2 -0.2
H 4.1915 3.8060 -2.0350 -0.1 -0.2 0.0
H 4.2471 2.3782 -3.0932 0.0 0.1 0.2
H 2.3056 -4.0194 -3.8958 -0.2 -0.1 0.1
H 0.6230 -4.2068 -3.3463 0.2 0.0 0.0
H 1.9135 -5.2208 -2.6410 -0.1 0.1 -0.2
H 4.3679 -2.4546 -2.4762 0.1 -0.1 0.2
H 4.3399 -3.7391 -1.2425 0.0 0.2 0.0
H 4.1693 -2.0349 -0.7508 -0.1 -0.2 -0.2
C 1.2457 3.5038 -0.6945 0.2 0.4 -0.2
C 1.3437 -3.4225 -0.0532 0.2 -0.4 -0.2
P -0.2999 2.6407 -0.2783 -0.2 -0.2 -0.6
H 1.1154 4.5939 -0.7643 0.1 -0.2 0.1
H 1.9707 3.2988 0.1105 -0.2 0.0 -0.2
P -0.2672 -2.6161 0.1626 -0.2 -0.2 -0.3
H 2.0152 -3.0529 0.7388 -0.2 0.0 -0.2
H 1.2787 -4.5175 0.0303 0.1 0.2 0.1
C -0.9075 -3.3039 1.7866 -0.1 0.4 -0.1
C -1.3683 -3.5933 -1.0646 0.6 0.6 0.4
C -1.5115 3.3584 -1.5695 0.6 -0.5 0.4
C -0.9463 3.4842 1.2500 -0.1 -0.2 0.1
C -0.8918 2.5416 2.4443 -0.2 -0.3 0.3
H -2.0074 3.6739 1.0159 0.3 0.0 0.1
C -0.2600 4.7998 1.6056 -0.1 0.2 0.0
H 0.7997 4.6381 1.8431 -0.2 0.0 -0.1
H -0.7458 5.2119 2.5004 0.1 0.0 -0.1
H -0.3298 5.5542 0.8147 0.1 -0.1 0.1
H -1.1269 1.5086 2.1605 0.2 0.4 0.2
H -1.6268 2.8459 3.2020 0.3 0.0 -0.1
H 0.0961 2.5478 2.9205 -0.2 0.0 -0.2
H -1.0633 3.0827 -2.5363 -0.2 0.1 0.2
C -1.6411 4.8811 -1.5082 -0.1 0.1 -0.2
C -2.8880 2.6930 -1.4584 0.0 0.1 -0.2
H -0.6940 5.4063 -1.6839 -0.2 -0.2 0.1
H -2.0588 5.2138 -0.5493 0.1 -0.1 -0.2
H -2.3385 5.1999 -2.2963 0.1 0.0 0.2
H -2.8438 1.6097 -1.6144 0.1 0.2 0.1
H -3.5480 3.1193 -2.2275 0.1 -0.1 0.2
H -3.3523 2.8842 -0.4818 0.1 -0.1 -0.2
H -0.9138 -3.3747 -2.0430 -0.2 -0.1 0.2
C -2.7990 -3.0445 -1.0507 0.0 -0.1 -0.3
C -1.3700 -5.1070 -0.8589 -0.2 -0.1 -0.2
H -0.3695 -5.5559 -0.8863 -0.2 0.2 0.1
H -1.9478 -5.5631 -1.6763 0.1 0.0 0.2
H -1.8634 -5.3859 0.0813 0.1 0.1 -0.2
H -2.8379 -1.9672 -1.2454 0.1 -0.2 0.0
H -3.2935 -3.2413 -0.0899 0.1 0.0 -0.2
H -3.3802 -3.5546 -1.8322 0.0 0.1 0.2
C -0.7940 -2.2517 2.8830 -0.2 0.2 0.3
C -0.2388 -4.5904 2.2585 -0.1 -0.2 0.0
H -1.9775 -3.4876 1.5927 0.2 0.0 0.1
H 0.8221 -4.4194 2.4805 -0.2 0.0 0.0
H -0.3184 -5.4139 1.5424 0.1 0.2 0.2
H -0.7278 -4.9121 3.1876 0.1 0.0 -0.1
H 0.2426 -2.1331 3.2204 -0.2 -0.1 -0.2
H -1.3840 -2.5566 3.7594 0.1 0.0 -0.1
H -1.1623 -1.2742 2.5545 0.2 -0.3 0.1
C -3.9082 -0.1998 1.4942 0.8 -0.4 -2.4
H -4.1995 -1.2540 1.4690 0.0 0.3 0.3
H -4.6128 0.4716 0.9935 0.1 -0.1 0.5
H -3.6745 0.2079 2.7422 -0.2 0.1 0.5
F 3.5257 -1.3742 1.4982 0.2 0.7 0.0
C 3.3867 -0.0373 1.8249 0.7 0.0 -0.3
F 4.2345 0.2024 2.8580 -0.5 -0.2 -0.8
F 3.8641 0.6603 0.7364 -0.3 -0.6 0.7
C 1.9801 0.2855 2.1488 0.8 0.4 0.8
O 1.0485 0.1621 1.2857 -0.7 0.0 -0.9
C -3.5616 0.5863 3.9307 1.0 0.2 0.6
F -2.2701 0.4211 4.3038 -1.1 0.2 0.0
F -3.8843 1.8907 4.0099 0.0 -0.6 0.2
F -4.3516 -0.1430 4.7255 0.2 0.4 -0.1
C 1.6629 0.2442 3.6034 -0.6 0.0 0.5
F 2.1076 -0.9391 4.1451 -0.1 0.7 0.3
F 2.2364 1.2660 4.3119 -0.4 -0.8 -0.2
F 0.3233 0.2992 3.8449 1.2 0.0 -0.1
```
Forces are in eV/Å.

HOMO (alpha / beta): -0.246 / -0.256 hartree
E_LUMO (alpha / beta): 0.3797 / -1.2696 eV
2S+1: 4
Electronic energy: -3871.0409 hartree
Gap between HOMO and LUMO (alpha / beta): 7.07 / 5.69 eV

Mulliken atomic charge list, values in e, 2 entries: -0.530 -0.550

(2)
A cluster of 2 separate species, C5H9NO in total in a non-equilibrium geometry, computed with ωB97M-V/def2-TZVPD.

```
16
Properties=species:S:1:pos:R:3:forces:R:3
C 1.2450 1.7966 -0.7109 1.9 0.6 4.6
C 1.9624 2.4030 0.4210 -3.7 -1.2 0.9
N 1.0823 2.0971 1.5318 1.5 -1.8 1.2
C 0.2055 1.0546 1.2559 2.6 3.8 -5.7
C 0.2682 0.9232 -0.1575 1.2 1.6 2.5
C -0.7273 0.4911 2.1075 -3.7 -1.5 4.9
H 1.4128 2.0658 -1.6964 0.5 -0.1 -1.7
H 2.8734 2.9023 0.8081 -0.7 0.0 -1.5
H 1.3394 2.1089 2.5472 0.2 0.6 -1.5
H -0.3131 0.2371 -0.6460 -1.4 -1.3 -1.5
H -0.9209 0.9348 3.1523 0.8 0.3 -1.5
H -0.3400 -0.4666 2.4616 -0.6 -0.6 -0.4
H -1.8065 0.4415 1.7694 1.4 -0.4 -0.2
H -2.3030 -5.2553 -4.9153 0.9 -1.2 0.4
H -2.1479 -5.7600 -3.5167 0.4 -0.4 -0.2
O -1.8302 -5.9741 -4.4119 -1.2 1.6 -0.1
```
Forces are in eV/Å.

SMILES: Cc1ccc[nH]1.O
HOMO: -0.281 hartree
E_LUMO: 0.9340 eV
Electronic energy: -325.8395 hartree
Gap between HOMO and LUMO: 8.59 eV

Mulliken atomic charge list, values in e, 2 entries: -0.625 -0.377

(3)
A cluster of 2 separate species, C2H8O2 in total in a non-equilibrium geometry, computed with ωB97M-V/def2-TZVPD.

```
12
Properties=species:S:1:pos:R:3:forces:R:3
C 1.0607 0.3810 -0.4683 -1.5 0.6 0.0
O -0.1744 1.0532 -0.0633 0.6 -0.2 0.4
C 0.7474 -1.0491 -0.8849 -0.2 0.4 0.4
H 1.4340 1.0530 -1.2418 0.6 -0.5 -0.2
H 1.6903 0.3869 0.4167 0.2 0.2 -0.1
H -0.8934 0.7422 -0.6209 0.0 -0.1 0.0
H -0.1698 -1.0555 -1.4764 0.2 -0.1 -0.4
H 1.5660 -1.5330 -1.4108 0.0 0.0 -0.1
H 0.4992 -1.5989 0.0225 0.1 -0.2 0.0
H -1.1610 0.6131 1.7689 0.1 -0.2 -0.3
H -2.6126 0.8641 2.0109 -0.4 0.1 0.1
O -1.9863 0.1430 1.9473 0.1 0.1 0.1
```
Forces are in eV/Å.

SMILES: CCO.O
HOMO: -0.384 hartree
E_LUMO: 0.9603 eV
Electronic energy: -231.4597 hartree
Gap between HOMO and LUMO: 11.42 eV

Mulliken atomic charge list, values in e, 2 entries: -0.152 -0.536